Record 1
Here is a 2-piece molecular cluster, C3H7NO3 overall at a distorted geometry from OMol25. Energies are from wB97M-V/def2-TZVPD.

Geometry as ORCA input:
```
! RIJCOSX wB97M-V def2-TZVPD def2/J DEFGRID3
* xyz -1 2
C -0.07336 0.67606 -0.02613
N -1.14078 0.33813 0.71919
C -2.27755 -0.49542 0.32415
C -2.56559 -0.52013 -1.14819
O -3.06616 0.39862 -1.81616
O 0.29250 0.09119 -1.03367
H 0.38334 1.64770 0.19387
H -1.25464 0.73789 1.65575
H -3.21581 -0.17017 0.81997
H -2.10604 -1.52244 0.66743
H -2.18853 -1.42081 -1.68752
H 6.62507 0.08632 1.30321
H 7.33414 -0.92361 2.33302
O 6.62845 -0.27358 2.18327
*
```

Kohn-Sham gap (alpha / beta)   0.0732 / 0.2167 Eh
Lowest unoccupied orbital energy (alpha / beta)   2.58 / 2.57 eV

Here are the Löwdin charges for atoms 1 to 5, given in e: number 1, C, carries -0.421; number 2, N, carries -0.006; number 3, C, carries -0.267; number 4, C, carries -0.496; number 5, O, carries -0.187

=====

Record 2
Here is a 2-piece molecular cluster, C3H7NO3 overall at a distorted geometry from OMol25. Energies are from wB97M-V/def2-TZVPD.

Geometry as ORCA input:
```
! RIJCOSX wB97M-V def2-TZVPD def2/J DEFGRID3
* xyz 0 1
O -0.12116 -1.93902 -1.81196
C 0.01189 -0.89427 -1.20015
N 0.43798 0.19128 -2.00062
C 0.91490 1.44662 -1.45442
O 0.90446 2.38460 -2.19938
C -0.17366 -0.74894 0.28289
H 0.35061 0.18303 -3.00124
H 1.25023 1.30535 -0.43360
H 0.32658 -1.63685 0.68378
H 0.20589 0.19745 0.61778
H -1.19057 -1.04861 0.51756
H -0.89808 -0.50457 3.62447
H -1.31516 0.85781 3.37552
O -0.70391 0.20612 2.99938
*
```

Kohn-Sham gap   0.3782 Eh
SMILES   CC(=O)NC=O.O
Lowest unoccupied orbital energy   0.40 eV

Here are the Löwdin charges for atoms 1 to 5, given in e: number 1, O, carries 0.052; number 2, C, carries -0.490; number 3, N, carries 0.119; number 4, C, carries -0.270; number 5, O, carries 0.062

=====

Record 3
Here is one molecule with the formula C3H7NO3 at a distorted geometry from OMol25. Energies are from wB97M-V/def2-TZVPD.

Geometry as ORCA input:
```
! RIJCOSX wB97M-V def2-TZVPD def2/J DEFGRID3
* xyz 0 1
O -0.43869 1.31697 2.05912
C 0.21402 0.59911 1.35657
O 1.37556 0.00248 1.77406
C -0.17627 0.30623 -0.10701
C -0.62239 -1.11655 -0.21926
O -1.19696 -1.37172 -1.50017
N 0.93437 0.62302 -0.96473
H 1.91324 0.71576 2.15891
H -1.01098 1.01661 -0.15938
H -1.32599 -1.35986 0.56816
H 0.23778 -1.78755 -0.19473
H -1.80396 -0.65254 -1.72107
H 0.88890 0.11102 -1.84106
H 1.01136 1.59701 -1.20941
*
```

Kohn-Sham gap   0.3856 Eh
SMILES   N[C@@H](CO)C(=O)O
Lowest unoccupied orbital energy   0.66 eV

Here are the Löwdin charges for atoms 1 to 5, given in e: number 1, O, carries 0.124; number 2, C, carries -0.476; number 3, O, carries 0.085; number 4, C, carries -0.335; number 5, C, carries -0.211

=====

Record 4
Here is a 2-piece molecular cluster, C3H7NO4 overall at a distorted geometry from OMol25. Energies are from wB97M-V/def2-TZVPD.

Geometry as ORCA input:
```
! RIJCOSX wB97M-V def2-TZVPD def2/J DEFGRID3
* xyz 0 1
O -0.02511 -2.38915 -0.96927
C -0.57795 -1.33443 -0.68400
N 0.21235 -0.27159 -1.21277
C -0.16911 1.08035 -1.13537
O 1.01085 1.78893 -1.43931
O -1.10590 1.65717 -0.73836
C -1.48838 -1.11214 0.49471
H 1.13841 -0.33165 -1.56883
H 0.93600 2.80072 -1.05775
H -2.58837 -1.21942 0.15039
H -1.09002 -1.84778 1.26913
H -1.54888 -0.02957 0.86942
H 1.59907 -0.39560 2.12671
H 2.27999 0.94574 1.69367
O 1.41703 0.65844 2.20162
*
```

Kohn-Sham gap   0.3918 Eh
SMILES   CC(=O)NC(=O)O.O
Lowest unoccupied orbital energy   0.23 eV

Here are the Löwdin charges for atoms 1 to 5, given in e: number 1, O, carries 0.051; number 2, C, carries -0.443; number 3, N, carries 0.159; number 4, C, carries -0.572; number 5, O, carries -0.004

=====

Record 5
Here is one molecule with the formula C3H7NO4S at a distorted geometry from OMol25. Energies are from wB97M-V/def2-TZVPD.

Geometry as ORCA input:
```
! RIJCOSX wB97M-V def2-TZVPD def2/J DEFGRID3
* xyz 0 1
C -0.06515 -1.57602 -0.09226
C -1.21834 -0.46492 -0.07840
C 0.37280 1.22566 -0.73075
N -0.86508 0.57133 -0.97892
O 2.52453 -0.89041 -0.68143
O 0.38948 2.01261 0.38863
O 1.32234 -0.03503 1.32776
O -1.37074 0.06357 1.13744
S 1.32459 -0.39561 -0.07509
H 0.00615 -2.19721 0.77776
H 0.13549 -2.11751 -0.95646
H -2.13961 -0.89850 -0.41660
H 0.80784 1.71917 -1.57153
H -1.57407 1.27585 -0.78310
H 0.81684 1.51100 1.10591
H -0.46708 0.19604 1.62705
*
```

Kohn-Sham gap   0.4022 Eh
SMILES   O=S1(=O)C[C@@H](O)N[C@H]1O
Lowest unoccupied orbital energy   0.70 eV

Here are the Löwdin charges for atoms 1 to 5, given in e: number 1, C, carries -0.084; number 2, C, carries -0.489; number 3, C, carries -0.344; number 4, N, carries 0.007; number 5, O, carries -0.299

=====

Record 6
Here is a 2-piece molecular cluster, C3H7NO4S overall at a distorted geometry from OMol25. Energies are from wB97M-V/def2-TZVPD.

Geometry as ORCA input:
```
! RIJCOSX wB97M-V def2-TZVPD def2/J DEFGRID3
* xyz 0 1
C -0.99067 -0.02928 0.56001
C -1.12734 -1.37430 0.15302
C 1.01043 2.04843 0.73714
N -1.03599 -1.81085 -1.22773
O 2.42005 0.08222 0.15159
O 1.09923 1.23019 -1.72675
O 0.03717 -0.94957 0.80789
O 1.13908 1.88311 1.92180
S 2.06131 1.48248 -0.66026
H -0.80029 0.89428 -0.01954
H -1.89046 -2.01518 0.67836
H 0.26415 2.65526 0.17193
H -1.51919 0.22836 1.57920
H -0.75038 -1.08241 -1.80551
H -1.84502 -2.42167 -1.36374
H 1.92793 -0.82106 0.04262
*
```

Kohn-Sham gap   0.3360 Eh
Lowest unoccupied orbital energy   -0.29 eV

Here are the Löwdin charges for atoms 1 to 5, given in e: number 1, C, carries -0.162; number 2, C, carries -0.394; number 3, C, carries -0.413; number 4, N, carries 0.095; number 5, O, carries -0.362

=====

Record 7
Here is C3H7NO7PS2Ti as an isolated structure at a distorted geometry from OMol25. Energies are from wB97M-V/def2-TZVPD.

Geometry as ORCA input:
```
! RIJCOSX wB97M-V def2-TZVPD def2/J DEFGRID3
* xyz 1 1
O 0.39390 2.61154 1.06172
S 0.92934 1.62509 0.15376
O 2.19261 2.09935 -0.34424
C 1.38042 0.11843 1.09043
C 2.25383 -0.69611 0.04672
C 1.34908 -1.59123 -0.98042
O 2.26353 -2.06990 0.22389
N 0.00591 1.31524 -1.20471
S -1.55586 1.29186 -0.93518
O -2.14082 2.48138 -0.14292
O -2.20586 1.33121 -2.21671
P -2.37032 -0.49028 -0.01034
O -1.63785 -1.82016 -0.52319
O -2.44896 -0.34737 1.65179
H 2.04692 0.34177 1.93455
H 0.52881 -0.53914 1.30688
H 3.15684 -0.20339 -0.36468
H 1.52511 -2.60209 -1.39774
H 1.96296 -1.10911 -1.82046
H -1.01641 -2.14318 0.16694
H -2.73835 -1.20619 2.01840
Ti -3.87486 1.60231 0.28551
*
```

Kohn-Sham gap   0.2029 Eh
Lowest unoccupied orbital energy   -6.23 eV

Here are the Löwdin charges for atoms 1 to 5, given in e: number 1, O, carries -0.308; number 2, S, carries 0.530; number 3, O, carries -0.292; number 4, C, carries -0.139; number 5, C, carries -0.284

=====

Record 8
Here is a 2-piece molecular cluster, C3H7NOS overall at a distorted geometry from OMol25. Energies are from wB97M-V/def2-TZVPD.

Geometry as ORCA input:
```
! RIJCOSX wB97M-V def2-TZVPD def2/J DEFGRID3
* xyz 0 1
C -1.50300 -1.95306 -0.10851
C 0.08225 0.22356 0.86628
C -0.11841 1.62462 0.46675
N 1.10248 -0.44397 0.48782
O 3.77548 -0.63789 0.41236
S 2.80701 -0.01652 -0.51961
H -0.83697 -1.47245 -0.92672
H -2.53261 -1.97483 -0.50674
H -0.09269 2.17410 1.43546
H 0.69821 2.10853 -0.29524
H -1.06952 1.83208 0.00167
H 1.27464 -1.40989 0.76836
H 2.62981 -1.03765 -1.61626
*
```

Kohn-Sham gap (alpha / beta)   0.2653 / 0.2616 Eh
Lowest unoccupied orbital energy (alpha / beta)   -0.84 / -0.84 eV

Here are the Löwdin charges for atoms 1 to 5, given in e: number 1, C, carries 0.123; number 2, C, carries -0.228; number 3, C, carries -0.143; number 4, N, carries -0.163; number 5, O, carries -0.620